{
  "formula": "C47H46FN5O8SnTe",
  "method": "ωB97M-V/def2-TZVPD",
  "species": ["Sn", "O", "C", "O", "C", "C", "C", "C", "C", "N", "C", "O", "O", "H", "H", "H", "H", "H", "F", "C", "C", "C", "C", "O", "C", "C", "N", "C", "C", "C", "C", "C", "C", "N", "C", "C", "N", "C", "C", "C", "O", "O", "H", "H", "H", "H", "H", "H", "H", "H", "H", "H", "H", "H", "H", "H", "H", "H", "H", "H", "C", "C", "C", "C", "C", "C", "Te", "N", "C", "O", "C", "C", "C", "C", "C", "C", "C", "C", "C", "C", "C", "C", "C", "C", "C", "C", "H", "H", "H", "H", "H", "H", "H", "H", "H", "H", "H", "H", "H", "H", "H", "H", "H", "H", "H", "H", "H", "H", "H"],
  "xyz": [[-2.02531, -2.26490, -1.04358], [1.33323, -3.26148, -5.14385], [0.60666, -2.47519, -4.39015], [0.81802, -2.28564, -3.22500], [-0.52453, -1.91782, -5.15776], [-0.66713, -2.08415, -6.51629], [-1.85604, -1.63576, -7.10059], [-2.86802, -1.06560, -6.34565], [-2.59103, -0.92709, -4.98345], [-1.50236, -1.35295, -4.42437], [-3.59644, -0.32155, -4.04796], [-4.16870, 0.83996, -4.46399], [-3.87807, -0.78814, -2.97329], [2.00707, -3.72188, -4.64608], [0.11165, -2.59935, -7.12564], [-2.01176, -1.73532, -8.15814], [-3.79197, -0.65869, -6.75657], [-3.79630, 1.16843, -5.29409], [-4.49221, 4.09782, -1.73190], [-3.95896, 3.62668, -0.59820], [-3.56314, 2.31805, -0.57906], [-2.95982, 1.78476, 0.58158], [-2.37043, 0.47158, 0.56624], [-2.34211, -0.21035, -0.55337], [-1.79055, -0.01592, 1.74011], [-1.81274, 0.78694, 2.85529], [-2.34041, 2.02929, 2.91381], [-2.44601, 2.68318, 4.23158], [-1.25560, 2.59520, 5.11412], [-1.57653, 3.88252, 4.43148], [-2.89395, 2.57951, 1.76267], [-3.38178, 3.87799, 1.74037], [-3.85931, 4.46255, 0.56648], [-4.28885, 5.81023, 0.56823], [-5.57194, 6.16157, 1.18853], [-5.40834, 7.52254, 1.84030], [-5.02230, 8.54058, 0.77719], [-3.80948, 8.12338, -0.02110], [-4.02025, 6.70231, -0.54338], [-1.08514, -1.35053, 1.85997], [-0.47047, -1.53951, 2.89110], [-1.17392, -2.21820, 0.89796], [-3.71400, 1.71285, -1.48369], [-1.38620, 0.39552, 3.74657], [-3.39265, 2.70605, 4.70865], [-0.35840, 2.06830, 4.74884], [-1.48046, 2.50322, 6.19336], [-0.93386, 4.11535, 3.59089], [-1.92348, 4.72478, 5.01979], [-3.29658, 4.52696, 2.60797], [-5.85660, 5.44167, 1.96361], [-6.35656, 6.19963, 0.39929], [-4.56590, 7.48761, 2.51728], [-6.30379, 7.88034, 2.32000], [-4.83770, 9.42915, 1.25293], [-5.79116, 8.74846, 0.14765], [-2.99088, 8.22153, 0.68735], [-3.73619, 8.88906, -0.79422], [-3.09231, 6.38372, -1.05135], [-4.82049, 6.71236, -1.32118], [8.45841, -1.70679, -2.60992], [7.06379, -1.85216, -2.04798], [6.08064, -0.93028, -2.42691], [4.78143, -0.98426, -1.90417], [3.82741, 0.09368, -2.27923], [4.55265, -2.00564, -0.97995], [2.47840, -2.22885, -0.58245], [2.23192, -4.11532, -0.26138], [0.95711, -4.64772, -0.05119], [-0.01979, -4.07218, -0.55406], [0.92076, -5.82617, 0.84220], [-0.27920, -6.19940, 1.45272], [-0.20892, -7.28874, 2.33827], [0.98193, -7.97010, 2.58411], [2.13590, -7.54973, 1.95671], [2.11569, -6.48510, 1.09928], [2.24977, -1.22328, 1.26395], [1.95873, 0.10038, 0.95516], [1.81309, 1.02021, 1.97463], [1.81802, 0.53851, 3.27143], [2.07736, -0.78259, 3.54261], [2.32207, -1.71150, 2.56453], [2.60327, -3.14442, 2.96918], [5.48669, -2.99746, -0.60961], [5.25775, -4.08419, 0.41968], [6.74149, -2.85392, -1.13023], [8.71588, -2.62829, -3.13845], [9.16235, -1.57384, -1.79586], [8.60589, -0.87898, -3.34133], [6.31265, -0.10539, -3.08805], [3.91241, 0.43537, -3.29669], [3.96996, 0.99935, -1.68112], [2.76483, -0.12099, -2.21058], [-1.20014, -5.66799, 1.32646], [-1.13046, -7.62776, 2.80213], [0.95654, -8.81487, 3.24814], [3.10541, -8.03435, 2.16844], [3.03315, -6.20701, 0.55530], [1.84548, 0.46663, -0.05738], [1.64283, 2.07074, 1.76395], [1.75364, 1.25722, 4.10100], [2.09723, -1.12051, 4.56514], [3.35490, -3.22141, 3.74010], [2.97188, -3.70734, 2.13473], [1.67099, -3.65276, 3.21571], [4.38804, -4.71905, 0.25195], [5.14044, -3.68988, 1.42028], [6.10587, -4.79285, 0.39737], [7.54639, -3.54062, -0.83590]],
  "atomic_forces_ev_per_a": [[0.3585, 0.3014, 0.4729], [0.1907, -0.4157, -1.1288], [-0.0401, -0.0176, -0.0315], [0.0291, 0.2358, 0.9558], [-1.5651, 0.4242, 0.1037], [0.3205, -0.4476, -0.9332], [-0.2872, 0.0368, -0.2468], [0.7012, 0.4244, 0.2151], [-0.9423, 0.0862, -0.6027], [1.5682, -0.5035, 1.0209], [-0.3200, 0.6203, 0.2905], [0.1113, -0.5791, 0.3807], [0.1559, 0.2396, -0.4235], [0.4638, -0.1471, 0.4552], [-0.7788, 0.6274, 0.6012], [0.0896, -0.1505, -0.3257], [0.2412, -0.3925, -0.1239], [0.0380, -0.1725, 0.0347], [-0.0534, 0.4122, 0.1868], [0.1227, -0.0354, 0.9062], [0.2720, -0.0117, -0.1905], [-0.0834, 0.5092, 0.2022], [0.2529, -1.1529, -1.3358], [-0.3970, 0.9493, 0.7216], [-0.0230, 0.1342, -0.2816], [-0.5657, 0.6224, -0.2172], [-0.1438, -0.9044, 0.2426], [0.9787, 0.2290, -1.0095], [0.5533, -0.4235, 0.8965], [0.3265, 0.3341, -0.0142], [-0.1420, -0.8994, -0.5042], [-0.1606, 1.3132, -0.4586], [-0.2477, -0.9115, -0.6299], [-0.3526, 0.2375, 0.2999], [0.1364, -0.0973, -0.2772], [0.1003, 0.0041, -0.8018], [0.0002, 0.0729, 0.6779], [-0.4771, 0.2801, 0.2632], [0.6116, -0.1402, -0.7298], [-0.0325, 0.4048, 0.7585], [-0.3062, -0.3392, -0.1962], [-0.2469, 0.0564, -0.4582], [0.2239, 0.1550, 0.5174], [0.2242, -0.1496, 0.6543], [-0.9059, -0.3600, -0.0442], [-0.6665, 0.2277, 0.3726], [0.3644, 0.0213, -0.8185], [-0.0171, 0.1849, 0.0905], [-0.0685, -0.1182, -0.1449], [-0.0507, -0.2486, -0.0714], [0.0561, 0.0850, -0.2735], [0.1130, -0.1185, 0.5144], [0.0502, 0.0974, 0.3109], [-0.2816, 0.1022, 0.2274], [0.1064, -0.0728, -0.1120], [-0.3853, -0.2447, -0.1515], [0.2535, -0.2405, -0.2021], [0.3122, -0.3100, -0.1765], [-0.4065, 0.2167, 0.1896], [0.2900, -0.1037, 0.4498], [-0.0818, -0.0791, -0.5049], [-0.2214, 1.1835, -0.6170], [-0.1163, -0.2488, 0.5182], [1.0894, -0.4208, 0.0441], [-0.6529, 0.8698, 0.1181], [-1.0862, -0.9650, -0.1154], [0.1302, 0.9513, 0.3343], [-0.2122, -1.1127, -0.2472], [-0.7129, 1.0262, 0.3648], [0.8472, -0.8566, 0.0475], [-0.3759, 0.9060, -0.7139], [1.0793, -1.1144, 0.9242], [-0.6358, 0.3561, -0.5033], [-0.7595, 0.4335, -0.2024], [1.4086, -0.7489, 0.6867], [0.5959, 0.1639, -0.7282], [-0.1196, -0.3591, -0.5505], [-0.0293, 0.4414, 0.1261], [-0.4574, -0.0943, 0.1530], [0.5993, 1.1984, 0.6108], [0.0535, 0.2119, 0.8477], [0.3527, -0.7789, -0.4616], [-0.4781, 0.4092, -0.8572], [-0.5968, 0.2866, 0.6572], [0.2803, -0.7035, -0.4432], [1.3435, -0.1692, -0.5105], [0.1505, 0.0167, 0.1082], [0.2188, -0.0108, 0.0835], [-0.4473, -0.4920, 0.6875], [0.1677, -0.1142, -0.1304], [0.4999, -0.1216, -0.5350], [0.1689, -0.1622, 0.1757], [-0.2117, -0.4220, 0.2272], [-0.2123, 0.2283, -0.2718], [0.1730, 0.0486, 0.0753], [0.1939, -0.1717, 0.1541], [-0.7234, 0.1272, -0.1827], [-0.6354, -0.1281, 0.4097], [0.1405, -0.1984, -0.1902], [0.0423, -0.1071, -0.0148], [-0.1561, -0.4351, -0.3213], [-0.0082, -0.0055, 0.2405], [-0.0800, 0.0805, 0.4549], [0.3833, -0.2905, -0.5981], [-0.0243, 0.1450, 0.4844], [-0.0527, 0.3047, -0.3126], [0.2025, 0.2542, 0.2646], [-0.2568, 0.5388, 0.1865], [-0.4457, 0.1908, -0.0697]],
  "charge": 3,
  "spin_multiplicity": 2,
  "lumo_energy_ev": [-7.00, -8.77],
  "e_tot_ev": -89134.351,
  "de_lowest_ev": 0.000,
  "s_squared": 0.76,
  "homo_lumo_gap_ha": [0.2879, 0.2225]
}